No. 1
The following is a quantum chemistry calculation of a 2-piece molecular cluster, C4H11N2 overall, from the OMol25 dataset.

Geometry as ORCA input:
```
! RIJCOSX wB97M-V def2-TZVPD def2/J DEFGRID3
* xyz 1 1
C 2.612 -0.700 0.518
C -0.293 0.410 -0.443
C 0.363 1.733 -0.480
C -2.066 -1.058 -0.249
N 1.374 -0.706 0.684
N -1.410 0.092 0.087
H 2.838 0.015 -0.221
H 3.445 -1.340 0.928
H 0.077 -0.219 -1.292
H 1.273 1.907 -1.108
H 0.609 1.993 0.520
H -0.425 2.397 -0.824
H -2.747 -1.412 0.553
H -2.728 -1.067 -1.181
H -1.318 -1.833 -0.255
H 0.954 -1.254 1.500
H -2.109 0.670 0.667
*
```

As for the HOMO energy: -0.5283 Eh.



No. 2
The following is a quantum chemistry calculation of an isolated molecule of C23H21N3O5S, from the OMol25 dataset.

Geometry as ORCA input:
```
! RIJCOSX wB97M-V def2-TZVPD def2/J DEFGRID3
* xyz 0 1
O 2.988 -4.031 -3.168
C 2.605 -3.220 -2.355
N 1.767 -2.216 -2.748
C 1.176 -1.179 -2.012
C 1.946 -0.315 -1.238
C 1.324 0.632 -0.443
C -0.054 0.731 -0.451
C -0.823 -0.066 -1.278
C -0.210 -1.018 -2.066
H -0.797 -1.669 -2.696
H -1.894 0.049 -1.261
S -0.891 1.874 0.633
O 0.023 2.287 1.661
O -2.146 1.305 1.028
N -1.226 3.112 -0.455
C -2.497 3.791 -0.281
H -3.231 3.036 -0.001
C -2.388 4.868 0.800
H -3.304 5.458 0.861
O -1.353 5.778 0.500
C -0.106 5.122 0.416
H 0.628 5.893 0.177
C -0.129 4.037 -0.666
H 0.799 3.466 -0.654
H -0.264 4.493 -1.653
H 0.143 4.655 1.379
H -2.194 4.380 1.767
H -2.770 4.242 -1.240
H 1.897 1.270 0.210
H 3.021 -0.404 -1.235
H 1.407 -2.356 -3.685
C 3.016 -3.335 -0.891
N 2.056 -2.872 0.070
C 2.378 -1.925 1.045
O 3.500 -1.501 1.213
C 1.108 -1.591 1.722
C 0.724 -0.717 2.711
C -0.643 -0.652 3.032
C -1.601 -1.415 2.404
C -1.238 -2.323 1.385
C 0.124 -2.366 1.092
C 0.701 -3.165 0.086
C -0.105 -3.995 -0.646
C -1.487 -3.981 -0.354
C -2.052 -3.182 0.609
H -3.118 -3.205 0.778
H -2.124 -4.635 -0.931
H 0.276 -4.639 -1.424
H -2.639 -1.312 2.682
H -0.951 0.042 3.799
H 1.435 -0.088 3.222
H 3.935 -2.758 -0.722
H 3.258 -4.393 -0.730
*
```

As for the HOMO energy: -0.3028 Eh.



No. 3
The following is a quantum chemistry calculation of a 4-piece molecular cluster, C12H22Cl4N2 overall, from the OMol25 dataset.

Geometry as ORCA input:
```
! RIJCOSX wB97M-V def2-TZVPD def2/J DEFGRID3
* xyz 0 1
C 1.781 1.124 0.675
C 3.247 0.886 0.675
C 4.161 2.088 1.063
C 3.975 2.568 2.431
N 3.789 2.799 3.510
H 1.347 1.603 1.553
H 1.303 0.164 0.869
H 1.393 1.619 -0.216
H 3.492 0.444 -0.291
H 3.574 0.015 1.243
H 3.980 2.973 0.453
H 5.216 1.857 0.917
C -0.346 -3.780 0.271
C 0.081 -4.033 1.761
C -0.003 -2.909 2.817
C -1.226 -2.119 2.835
N -2.196 -1.508 2.999
H -1.411 -3.555 0.217
H -0.191 -4.762 -0.177
H 0.219 -2.961 -0.175
H 1.122 -4.351 1.825
H -0.410 -4.961 2.052
H 0.893 -2.288 2.839
H -0.098 -3.460 3.752
Cl -4.141 0.858 -1.693
C -3.375 1.109 -0.138
C -2.145 0.197 0.066
Cl -0.990 0.343 -1.232
H -4.108 0.786 0.601
H -3.072 2.154 -0.076
H -2.330 -0.876 0.113
H -1.633 0.458 0.992
Cl -1.823 0.730 -5.624
C -2.095 1.834 -4.328
C -0.823 2.562 -3.816
Cl -1.258 3.668 -2.544
H -2.486 1.233 -3.506
H -2.955 2.458 -4.573
H -0.396 3.208 -4.582
H -0.061 1.826 -3.558
*
```

As for the HOMO energy: -0.3790 Eh.



No. 4
The following is a quantum chemistry calculation of an isolated molecule of C5H6O2, from the OMol25 dataset.

Geometry as ORCA input:
```
! RIJCOSX wB97M-V def2-TZVPD def2/J DEFGRID3
* xyz 0 1
O -2.025 1.438 -0.133
O 0.103 0.442 0.518
C -1.131 0.331 -0.085
C -1.680 -0.816 -0.581
C -0.932 -2.107 -0.370
C 0.276 -2.069 0.137
C 0.922 -0.784 0.490
H -1.784 1.952 0.730
H -2.640 -0.786 -1.088
H -1.467 -2.996 -0.707
H 0.704 -3.028 0.507
H 1.761 -0.630 -0.193
H 1.497 -0.972 1.541
*
```

As for the HOMO energy: -0.2851 Eh.